No. 1
ORCA calculation (ωB97M-V/def2-TZVPD) on a structure of composition C49H54BrHfN4O3PSTe at a distorted geometry.

## Properties
Energy ... -162563.3666 eV
ΔE to the lowest compared entry with this formula, charge and spin ... 75.26 kJ/mol
LUMO energy (spin up / spin down) ... 1.5 / 1.5 eV
HOMO-LUMO gap (spin up / spin down) ... 0.15487 / 0.16403 Eh

ORCA input file:
```
! RIJCOSX wB97M-V def2-TZVPD def2/J DEFGRID3
* xyz -1 2
Hf -0.2810 0.1746 -0.0273
O -1.3133 0.5788 1.6596
N -2.4887 1.1972 1.7618
C -3.0711 1.1903 2.9753
C -4.2606 1.8217 3.1977
C -4.8834 2.4845 2.1352
C -4.2824 2.4729 0.9004
C -3.0596 1.8190 0.6879
S -2.2607 1.8170 -0.8135
H -2.5092 0.6617 3.7319
H -4.6902 1.8132 4.1871
H -5.8215 2.9998 2.2859
H -4.7236 2.9715 0.0513
Br -0.5544 4.0844 1.0424
C 1.0797 3.1147 1.1889
C 2.1872 3.8498 1.5287
C 3.3935 3.1628 1.6947
C 3.3764 1.7992 1.5669
C 2.1983 1.1317 1.2389
N 1.0214 1.7999 0.9812
C 2.2165 -0.3233 1.1467
O 3.1984 -0.9579 1.4808
O 1.1014 -0.9175 0.7654
H 2.1179 4.9172 1.6626
H 4.2972 3.7020 1.9388
H 4.2565 1.1917 1.7150
C 1.5284 -2.3116 -4.8133
C 1.2803 -1.1712 -3.8285
C -0.0703 -0.5385 -4.1831
P 1.2032 -1.4665 -1.9597
C 2.8484 -2.2341 -1.4285
C 2.6452 -3.3445 -0.3931
C 3.8392 -2.6806 -2.5000
C -0.0054 -2.8292 -1.9087
C 0.2755 -4.0651 -2.4870
C -0.6520 -5.0903 -2.5501
C -0.3188 -6.4099 -3.1932
C -1.9164 -4.8371 -2.0276
C -2.2235 -3.6268 -1.4467
C -1.2776 -2.5823 -1.3388
N -1.5912 -1.3796 -0.7390
C -2.9577 -1.2365 -0.3302
C -3.3609 -1.6171 0.9657
C -2.4071 -2.3569 1.8467
C -4.6551 -1.3419 1.3894
C -5.5869 -0.7552 0.5438
C -6.9752 -0.4582 1.0413
C -5.2140 -0.4977 -0.7652
C -3.9234 -0.7422 -1.2190
C -3.5842 -0.5154 -2.6642
H 1.5046 -1.9045 -5.8275
H 0.7375 -3.0555 -4.7338
H 2.4911 -2.7952 -4.6747
H 2.0690 -0.4177 -3.9494
H -0.8447 -1.3068 -4.1449
H -0.0521 -0.1188 -5.1906
H -0.3404 0.2568 -3.4892
H 3.3164 -1.3947 -0.9046
H 2.2901 -4.2623 -0.8599
H 1.9314 -3.0297 0.3637
H 3.5886 -3.5414 0.1175
H 3.5162 -3.5938 -2.9995
H 4.7944 -2.8941 -2.0153
H 4.0089 -1.9048 -3.2470
H 1.2606 -4.2319 -2.9036
H 0.7601 -6.5381 -3.2743
H -0.7429 -6.4716 -4.1988
H -0.7240 -7.2382 -2.6111
H -2.6777 -5.6080 -2.0718
H -3.2194 -3.4707 -1.0546
H -1.4785 -1.8005 1.9658
H -2.1423 -3.3156 1.3951
H -2.8343 -2.5438 2.8316
H -4.9439 -1.6052 2.4016
H -7.4650 -1.3742 1.3758
H -7.5806 -0.0089 0.2551
H -6.9372 0.2302 1.8879
H -5.9438 -0.0867 -1.4548
H -4.1463 0.3265 -3.0661
H -3.8175 -1.4121 -3.2447
H -2.5220 -0.3106 -2.7695
N 0.6354 1.4706 -1.5456
C 0.9140 2.2686 -2.3700
C 1.2194 3.1737 -3.3576
C 0.5769 4.4471 -3.3955
C 0.8820 5.3347 -4.3970
C 1.8172 5.0136 -5.3877
C 2.4419 3.7623 -5.3669
C 2.1622 2.8510 -4.3786
H -0.1514 4.6911 -2.6336
H 0.3875 6.2979 -4.4205
H 2.0526 5.7267 -6.1657
H 3.1523 3.5040 -6.1427
H 2.6423 1.8813 -4.3639
C -2.3899 -5.9649 7.0159
C -1.6117 -4.9205 6.2593
C -1.7452 -3.5686 6.5350
C -1.0514 -2.6029 5.8127
C -1.2576 -1.1549 6.1551
C -0.1910 -2.9728 4.7687
Te 0.7634 -1.5310 3.5023
C -0.0143 -4.3460 4.5222
C 0.9231 -4.8255 3.4489
C -0.7219 -5.2882 5.2579
H -3.1841 -5.5048 7.6036
H -1.7390 -6.5204 7.6956
H -2.8378 -6.6820 6.3261
H -2.4165 -3.2582 7.3304
H -1.7384 -1.0394 7.1281
H -1.8872 -0.6778 5.4010
H -0.3012 -0.6333 6.1599
H 0.5110 -4.6202 2.4586
H 1.0900 -5.9005 3.5384
H 1.8780 -4.3044 3.5165
H -0.5771 -6.3419 5.0385
*
```


No. 2
ORCA calculation (ωB97M-V/def2-TZVPD) on a structure of composition C49H54FN6O5P2Sc at a distorted geometry.

## Properties
Energy ... -112866.6497 eV
ΔE to the lowest compared entry with this formula, charge and spin ... 103.38 kJ/mol
LUMO energy ... -0.3 eV
HOMO-LUMO gap ... 0.24894 Eh

ORCA input file:
```
! RIJCOSX wB97M-V def2-TZVPD def2/J DEFGRID3
* xyz 0 1
Sc -0.7930 -0.3636 -0.5167
C -1.1506 -1.1444 -5.0335
C -1.0597 -2.5431 -5.0326
C -1.1200 -3.2722 -3.8513
C -1.3002 -2.6825 -2.6305
N -1.1974 -1.2976 -2.5921
C -1.2679 -0.5984 -3.7630
C -1.5466 -3.3319 -1.3338
C -1.7166 -4.7136 -1.2057
C -1.7966 -5.2866 0.1096
C -1.7257 -4.4710 1.2491
C -1.6845 -3.0994 1.0997
C -1.4429 -2.5589 -0.1626
H -0.9717 -0.4544 -5.8729
H -1.0011 -3.0662 -5.9773
H -1.0861 -4.4199 -3.8888
H -1.4439 0.4962 -3.7600
H -1.4897 -5.2735 -2.1300
H -1.9127 -6.3294 0.2202
H -1.7052 -4.7984 2.2593
H -1.6797 -2.5048 2.0596
O 1.1357 -1.7388 1.7830
C 1.7079 -1.6864 0.6852
O 1.1188 -1.2394 -0.4227
C 3.0653 -2.2027 0.4871
C 3.4932 -2.7221 -0.7455
C 4.6720 -3.4512 -0.7659
C 5.4709 -3.4768 0.3880
C 5.2593 -2.5754 1.4470
C 3.9942 -2.0192 1.5778
P 3.6194 -0.9331 2.9817
C 3.9815 -2.0136 4.4025
C 5.2227 -2.3367 4.8691
C 5.3419 -3.2099 6.0107
C 4.2848 -3.7327 6.6496
C 3.0061 -3.3146 6.2167
C 2.8452 -2.4455 5.1905
C 5.0760 0.0366 2.9243
C 5.5819 0.5279 4.1469
C 6.8481 1.1834 4.0781
C 7.4714 1.5398 2.9045
C 6.8541 1.1837 1.6908
C 5.6457 0.5074 1.6647
H 2.8501 -2.5511 -1.6625
H 5.1400 -3.7939 -1.6730
H 6.3065 -4.2097 0.5617
H 6.0076 -2.3020 2.1603
H 6.1591 -2.1314 4.3779
H 6.3684 -3.3312 6.3783
H 4.4011 -4.3468 7.5259
H 2.1866 -3.8311 6.7129
H 1.8436 -2.0873 4.8107
H 5.1040 0.2668 5.0831
H 7.1585 1.6622 5.0035
H 8.4338 2.0572 2.8950
H 7.3387 1.3925 0.7722
H 5.1237 0.2056 0.7341
F -1.0482 0.1105 1.3313
O 2.4174 1.8159 -6.7634
C 3.3257 2.0528 -5.6724
N 2.6228 1.9393 -4.4633
C 3.1606 2.3845 -3.2889
O 4.3480 2.6678 -3.2279
C 2.3175 2.4192 -2.0368
C 2.9421 2.7666 -0.7848
C 2.2538 2.5305 0.4111
C 1.0815 1.7995 0.3883
N 0.4373 1.4422 -0.7806
C 1.0603 1.7433 -1.9716
H 2.7580 1.1363 -7.3746
H 3.7859 3.0616 -5.7787
H 4.1590 1.3496 -5.6604
H 1.6441 1.7413 -4.5733
H 3.9728 3.2295 -0.7431
H 2.6040 2.9265 1.3666
H 0.7204 1.3599 1.2950
H 0.6387 1.2479 -2.8834
O -2.8354 0.3695 -0.8528
P -3.8193 1.4088 -0.3753
N -4.4494 1.0114 1.0996
C -4.2329 -0.2949 1.7896
C -5.6686 -0.7281 2.2471
C -6.5032 0.4806 2.2720
C -5.7123 1.6195 1.6537
N -5.0610 1.5277 -1.5900
C -5.9281 2.6632 -1.9537
C -6.6741 2.2440 -3.2818
C -6.1689 0.8353 -3.6360
C -5.2968 0.3097 -2.4416
N -3.1399 2.9159 -0.1723
C -2.5235 3.7304 -1.1826
C -2.1738 4.9973 -0.4400
C -1.8593 4.6187 1.0286
C -2.6220 3.3237 1.1706
H -3.5029 -0.1565 2.5737
H -3.7110 -0.8827 1.0231
H -5.6023 -1.2778 3.1957
H -5.9828 -1.4848 1.4646
H -6.7815 0.8251 3.3110
H -7.5504 0.3240 1.8538
H -5.4680 2.3767 2.4183
H -6.3048 2.1209 0.8680
H -5.3267 3.5676 -2.0522
H -6.7074 2.7606 -1.1497
H -6.2639 2.9465 -4.0415
H -7.7413 2.4151 -3.1444
H -5.6749 0.8775 -4.6276
H -7.0577 0.1793 -3.8347
H -4.3115 -0.1389 -2.7308
H -5.7759 -0.3904 -1.7589
H -3.1946 3.8596 -2.0263
H -1.6146 3.2327 -1.5293
H -3.0549 5.6617 -0.4913
H -1.3990 5.5713 -0.9331
H -2.2316 5.3164 1.7814
H -0.7773 4.3609 1.1540
H -3.4968 3.5289 1.8083
H -2.0277 2.4823 1.6526
*
```


ΔE to the lowest compared entry with this formula, charge and spin of number 1 (C49H54BrHfN4O3PSTe)?
75.26 kJ/mol


Which of these has the lowest ΔE to the lowest compared entry with this formula, charge and spin?
C49H54BrHfN4O3PSTe


The highest ΔE to the lowest compared entry with this formula, charge and spin belongs to which entry?
C49H54FN6O5P2Sc


ΔE to the lowest compared entry with this formula, charge and spin of number 1 (C49H54BrHfN4O3PSTe)?
75.26 kJ/mol